Entry 1:
Here is C26H24F2N3O6STa as an isolated structure from the Open Molecules 2025 dataset. Energies are from wB97M-V/def2-TZVPD.

ΔE to the lowest compared entry with this formula, charge and spin: 17.4 kcal per mole
net charge: +2
E_LUMO: -7.9 eV
gap between HOMO and LUMO: 0.258 Ha
spin multiplicity: 1
largest force on an atom: 0.6 eV/Å
calculated total energy: -2275.4128 Ha

Last column: Mulliken charge in e.
Element x y z (Å)
Ta (0.208428, -0.914850, 0.209767)  1.93
F (-0.687113, -4.007790, 4.542161)  -0.29
C (0.185177, -3.563039, 3.652615)  0.04
C (-0.261410, -2.751835, 2.616724)  -0.88
C (0.673623, -2.311102, 1.687356)  0.07
C (2.037399, -2.663727, 1.775154)  -0.33
C (2.417185, -3.463689, 2.844500)  0.45
F (3.691007, -3.827008, 2.988143)  -0.30
C (1.511574, -3.923271, 3.784919)  -0.69
C (2.915312, -2.184622, 0.700481)  0.79
C (4.259534, -2.459817, 0.530501)  -0.74
C (4.912054, -1.980098, -0.599212)  -0.61
C (4.223896, -1.238272, -1.544375)  -0.79
C (2.892113, -0.973340, -1.315568)  -0.12
N (2.259271, -1.430423, -0.222978)  0.31
H (-1.311556, -2.497543, 2.554528)  0.61
H (1.842007, -4.555865, 4.597844)  0.55
H (4.789256, -3.055628, 1.255452)  0.63
H (5.962627, -2.198417, -0.738386)  0.49
H (4.702638, -0.860930, -2.435338)  0.48
H (2.306598, -0.384891, -2.011085)  0.47
C (-4.997533, -4.154577, -5.545289)  -1.40
C (-4.131883, -3.477651, -4.529205)  0.81
C (-4.676292, -2.994494, -3.336222)  -0.98
C (-3.886141, -2.381798, -2.386341)  -0.55
C (-2.520275, -2.264746, -2.655398)  0.45
C (-1.936496, -2.734148, -3.834699)  -0.25
C (-2.759864, -3.338228, -4.760743)  -0.84
S (-1.560150, -1.438138, -1.525482)  1.69
O (-1.711881, -1.932255, -0.101842)  -0.68
O (-0.047577, -1.712119, -1.720655)  -0.81
O (-1.649322, 0.008940, -1.465994)  -0.61
H (-6.053952, -3.990686, -5.347154)  0.38
H (-4.812001, -5.230604, -5.531593)  0.33
H (-4.768478, -3.797967, -6.549057)  0.39
H (-5.736992, -3.101121, -3.153040)  0.36
H (-4.313563, -2.007958, -1.465178)  0.44
H (-0.875441, -2.631979, -4.014399)  0.48
H (-2.335387, -3.712889, -5.682897)  0.42
C (1.795871, 4.546336, 0.515088)  -1.18
C (2.804096, 3.990183, 1.510464)  -1.26
C (2.373718, 2.643266, 2.132732)  2.32
C (3.447876, 2.141038, 3.134364)  -1.41
C (3.125748, 0.791058, 3.762261)  -0.99
C (1.097892, 2.876679, 2.923535)  -0.24
O (0.970880, 3.702214, 3.768214)  -0.48
N (-0.022942, 2.018075, 2.643810)  0.13
C (0.032175, 1.083151, 1.723279)  0.67
O (-0.921954, 0.237973, 1.483405)  -0.73
N (1.083481, 0.844363, 0.921514)  -0.07
C (2.287836, 1.604231, 1.022964)  -0.23
O (3.185278, 1.383856, 0.264987)  -0.49
H (2.147622, 5.493229, 0.110276)  0.49
H (0.827244, 4.741239, 0.981406)  0.30
H (1.647000, 3.872534, -0.332961)  0.25
H (2.954743, 4.685821, 2.335909)  0.51
H (3.769897, 3.826796, 1.032558)  0.49
H (3.545164, 2.908608, 3.902209)  0.51
H (4.389953, 2.097035, 2.587452)  0.48
H (2.189680, 0.812039, 4.326723)  0.27
H (3.909150, 0.503846, 4.461433)  0.54
H (3.059880, -0.001978, 3.009290)  0.11
H (-0.866433, 2.146249, 3.195074)  0.32

Force components x, y, z for each atom (eV/Å):
Ta 0.05 -0.55 -0.01
F -0.02 0.01 0.01
C -0.03 0.01 -0.03
C 0.07 -0.04 0.04
C 0.01 0.13 -0.08
C -0.04 -0.08 0.14
C 0.02 -0.02 -0.05
F -0.01 0.01 0.00
C 0.01 0.03 -0.01
C 0.12 0.01 -0.08
C -0.04 -0.01 0.02
C 0.03 0.00 0.00
C -0.08 0.03 -0.01
C 0.07 0.00 -0.03
N -0.13 -0.04 0.01
H -0.01 0.00 0.01
H -0.01 0.00 0.01
H -0.01 0.01 0.00
H 0.00 0.00 -0.01
H 0.01 0.00 0.00
H 0.01 0.00 0.00
C 0.00 0.00 0.00
C -0.02 -0.01 -0.03
C 0.00 0.02 0.05
C 0.03 0.00 -0.03
C 0.01 -0.08 -0.07
C -0.04 -0.02 0.03
C 0.03 0.01 0.02
S -0.11 0.14 -0.06
O 0.31 0.16 -0.07
O -0.05 0.19 0.39
O -0.08 0.04 -0.09
H 0.00 0.00 0.00
H 0.00 0.00 0.00
H 0.00 0.00 0.00
H 0.00 0.00 0.00
H 0.00 0.01 0.01
H 0.01 0.01 0.01
H 0.00 0.00 0.00
C -0.02 0.00 -0.01
C 0.02 0.00 0.02
C 0.00 -0.05 -0.04
C 0.00 0.02 -0.02
C 0.00 -0.02 0.01
C -0.03 0.05 -0.02
O 0.01 -0.02 0.02
N 0.03 -0.02 -0.03
C -0.25 0.01 0.02
O 0.07 0.02 0.00
N 0.07 0.04 -0.06
C 0.01 -0.01 0.02
O -0.01 0.01 -0.01
H 0.00 0.00 0.00
H 0.00 0.00 0.00
H 0.00 0.00 0.00
H 0.00 0.00 -0.01
H 0.00 0.00 0.01
H 0.00 0.00 0.00
H 0.00 0.00 0.01
H 0.00 0.00 0.00
H 0.00 0.00 0.00
H 0.00 0.00 0.00
H 0.00 -0.01 0.00

=====

Entry 2:
Here is H9Li3O5 as an isolated structure from the Open Molecules 2025 dataset. Energies are from wB97M-V/def2-TZVPD.

net charge: +1
<S²>: 0.750
E_LUMO (spin up / spin down): -3.4 / -3.7 eV
gap between HOMO and LUMO (spin up / spin down): 0.153 / 0.403 Ha
spin multiplicity: 2
largest force on an atom: 1.0 eV/Å
calculated total energy: -404.0459 Ha

Last column: Mulliken spin population.
Element x y z (Å)
Li (25.609260, -5.476220, 21.740990)  0.59
Li (26.260320, -2.943110, 21.222440)  0.64
Li (28.311430, -3.003700, 23.823030)  0.14
O (27.373870, -3.972600, 22.315560)  -0.20
H (27.173400, -4.834860, 22.728900)  -0.02
O (26.218220, -6.361770, 23.783760)  -0.02
H (26.047940, -5.779080, 24.523830)  0.03
H (25.960400, -7.228840, 24.096720)  0.00
O (27.015070, -6.098210, 20.135450)  -0.12
H (27.423030, -6.815490, 19.650360)  0.04
H (27.737340, -5.503090, 20.336450)  -0.01
O (29.075610, -4.786570, 24.612750)  0.00
H (28.527200, -5.511790, 24.911970)  0.00
H (29.696790, -5.189780, 24.006290)  0.00
O (29.965670, -3.342570, 21.415000)  -0.04
H (30.298330, -4.166830, 21.059790)  0.00
H (29.056210, -3.530780, 21.646710)  -0.03

Force components x, y, z for each atom (eV/Å):
Li 0.23 -0.43 -0.18
Li 0.21 0.05 0.26
Li -0.04 -0.78 -0.32
O -0.62 -0.05 0.02
H 0.74 0.72 0.05
O 0.17 0.26 -0.61
H -0.31 0.40 0.31
H -0.11 -0.55 0.00
O -0.52 0.15 0.55
H -0.10 -0.44 -0.24
H 0.31 0.45 0.13
O -0.14 0.68 0.08
H -0.18 -0.23 0.19
H 0.38 -0.07 -0.25
O 0.49 0.40 0.22
H 0.27 -0.14 -0.15
H -0.78 -0.44 -0.06

=====

Entry 3:
Here is an isolated ion of composition C8H10NO3 and charge -1 from the Open Molecules 2025 dataset. Energies are from wB97M-V/def2-TZVPD.

ΔE to the lowest compared entry with this formula, charge and spin: 0.0 kcal per mole
net charge: -1
E_LUMO: 3.6 eV
gap between HOMO and LUMO: 0.285 Ha
structure (SMILES): Cn1cccc1[C@@](C)(O)C(=O)[O-]
spin multiplicity: 1
largest force on an atom: 5.4 eV/Å
calculated total energy: -591.3470 Ha

Last column: Mulliken charge in e.
Element x y z (Å)
C (0.338755, -0.510199, -1.703785)  -1.14
N (0.599632, -0.972131, -0.361724)  0.13
C (1.659654, -1.710560, 0.121474)  -0.40
C (1.580106, -1.674197, 1.505206)  -0.86
C (0.509527, -0.826168, 1.849728)  0.01
C (-0.105480, -0.402931, 0.681255)  -0.50
C (-1.314494, 0.500494, 0.543163)  1.12
C (-0.683144, 1.921626, 0.436909)  -1.54
O (-2.235533, 0.107890, -0.453420)  -0.73
C (-2.245281, 0.521775, 1.942355)  0.50
O (-3.376682, 0.062000, 1.724453)  -0.78
O (-1.732511, 0.941063, 2.961194)  -0.69
H (0.455536, -1.396268, -2.309792)  0.41
H (-0.681853, -0.239746, -1.906564)  0.30
H (0.978750, 0.268186, -1.864678)  0.39
H (2.279721, -2.025241, -0.642414)  0.49
H (2.294177, -2.275241, 2.177138)  0.24
H (0.355035, -0.682861, 2.884995)  0.55
H (-1.348491, 2.568952, -0.249012)  0.29
H (0.233316, 1.824783, -0.076937)  0.32
H (-0.532758, 2.248757, 1.378451)  0.49
H (-2.935778, -0.020118, 0.190753)  0.38

Force components x, y, z for each atom (eV/Å):
C -0.82 -2.91 0.33
N -1.73 1.37 1.54
C -1.94 1.10 0.64
C 2.13 -1.30 -0.42
C 0.58 -0.81 -0.34
C -0.12 -1.17 1.26
C 0.42 0.78 1.40
C -2.87 -0.92 -4.51
O 1.86 0.59 -0.78
C 1.29 -0.65 -1.53
O -0.89 -0.18 -0.17
O 0.55 0.61 1.00
H 0.72 0.04 -0.86
H -0.41 0.34 0.70
H 1.76 2.01 -1.26
H 1.58 -1.21 -0.82
H -1.33 1.28 -1.00
H -1.03 0.67 0.54
H 0.79 -0.62 1.43
H 1.31 0.16 -0.60
H 0.36 1.47 3.02
H -2.17 -0.65 0.40